10
Properties=species:S:1:pos:R:3:forces:R:3:mulliken_charge:R:1 method="wB97M-V/def2-TZVPD" gap_ev=10.38 e_tot_ev=-18217.0166 molar_mass_g_mol=105.14 relative_energy_kj_mol=94.7
C -1.52250 2.36920 -1.75653 0.2 1.3 -0.1 0.02
C -0.10566 -0.67862 0.03067 -1.5 2.2 -1.3 -0.86
C -0.53303 1.73353 -0.98727 1.8 -2.3 2.6 0.37
N -2.17271 2.97333 -2.46895 -1.0 0.5 -0.7 -0.33
F 0.73436 2.38994 -1.01555 -1.6 -0.4 0.0 -0.26
S -0.39739 0.04359 -1.68487 0.2 0.3 1.4 -0.04
H -0.05352 -1.69836 -0.19454 1.0 -1.6 0.4 0.35
H -1.07864 -0.52332 0.54335 0.9 0.0 0.1 0.29
H 0.72848 -0.06675 0.40924 -0.2 -1.1 0.3 0.29
H -0.80229 1.53463 0.15097 0.4 1.0 -2.5 0.17

10
Properties=species:S:1:pos:R:3:forces:R:3:mulliken_charge:R:1 method="wB97M-V/def2-TZVPD" gap_ev=7.63 e_tot_ev=-18217.3816 molar_mass_g_mol=105.14 relative_energy_kj_mol=59.5
C -0.81063 0.66564 -0.00441 2.1 -1.1 -0.5 -0.01
C -0.58948 -0.72781 -0.04530 1.5 2.7 0.0 0.23
C 0.62613 -1.40659 -0.08703 1.1 0.7 0.7 -0.21
H 1.17677 1.12292 -0.11734 0.9 -0.3 0.2 0.07
H 0.12664 2.47652 0.28079 0.1 -0.3 -0.4 0.22
H -1.82462 1.05385 -0.10659 0.3 0.0 0.5 0.35
H 0.50709 -2.49655 -0.07342 0.2 0.3 -0.1 0.31
N 0.26449 1.51077 0.00209 -2.9 0.5 0.2 -0.24
F -1.61971 -1.50644 0.09852 -2.8 -1.5 -0.1 -0.29
S 2.14332 -0.69233 0.05269 -0.4 -1.0 -0.4 -0.43

10
Properties=species:S:1:pos:R:3:forces:R:3:mulliken_spin:R:1 method="wB97M-V/def2-TZVPD" multiplicity=3 gap_ev="7.19 / 8.11" e_tot_ev=-9973.3941 molar_mass_g_mol=91.06 charge=+1 relative_energy_kj_mol=28.7
C 0.93254 -0.21357 -0.56810 4.0 -4.8 -0.8 0.82
C -1.04789 0.97168 0.66239 1.1 5.7 1.7 -0.03
C -2.15370 0.10280 0.28034 -1.8 -1.4 1.7 0.03
O -0.84700 1.93436 1.32460 -0.7 -4.2 -2.2 0.17
O 0.15761 0.70008 -0.45986 -3.9 5.1 0.3 0.70
F -2.04734 -0.74727 -0.74120 0.4 0.7 -0.7 0.01
H 1.72911 -0.05868 -1.34697 -0.1 -0.5 0.6 0.16
H 0.82890 -1.04464 0.16139 0.7 -0.2 -0.5 0.14
H -2.22179 -0.53576 1.16323 -0.2 -0.1 0.6 0.00
H -3.07838 0.73622 0.34428 0.7 -0.3 -0.7 0.00

11
Properties=species:S:1:pos:R:3:forces:R:3:mulliken_charge:R:1 method="wB97M-V/def2-TZVPD" gap_ev=8.12 e_tot_ev=-20823.7844 molar_mass_g_mol=123.13 charge=-1 relative_energy_kj_mol=109.2
C -1.21836 0.76102 -0.04161 1.7 1.7 -1.4 0.53
C 1.17900 0.02479 0.62479 1.5 -0.1 0.0 -0.80
C 0.18572 0.24169 -0.48930 -1.0 -3.1 -0.4 0.43
O -1.36056 1.93610 -0.41762 -0.3 0.2 0.0 -0.70
O -1.87284 0.02968 0.66030 -1.5 -1.2 1.4 -0.68
F 0.63088 0.73757 -1.63640 0.5 0.1 0.3 -0.28
S -0.40894 -2.06001 -1.07548 0.6 2.0 0.3 -0.47
H 0.62967 0.12327 1.57807 0.4 0.8 -0.4 0.29
H 2.07911 0.72508 0.42391 -1.5 -0.9 0.8 0.27
H 1.57188 -1.01766 0.75764 -0.3 0.9 -0.9 0.22
H -1.41556 -1.50152 -0.38430 -0.3 -0.5 0.1 0.19

12
Properties=species:S:1:pos:R:3:forces:R:3:mulliken_spin:R:1 method="wB97M-V/def2-TZVPD" multiplicity=4 gap_ev="6.28 / 5.57" e_tot_ev=-15508.5890 molar_mass_g_mol=213.48 relative_energy_kj_mol=0.0
C -2.99261 -0.33178 1.05156 0.2 -0.7 -0.7 0.01
C -1.87146 0.42388 1.01751 -0.7 0.2 2.2 0.28
H -3.41560 -0.65445 0.09753 0.3 -0.2 0.3 -0.01
H -3.26336 -0.87123 1.96353 0.3 0.0 -0.3 0.00
F -1.27217 0.75844 2.16789 0.1 -0.2 -0.1 0.05
H -1.40680 1.01773 0.22233 -0.7 0.1 -0.1 0.02
Pd -4.40028 1.25024 1.26662 -0.5 0.9 0.1 1.86
O 1.17705 0.44287 -1.85910 -1.5 1.3 0.3 0.03
C 0.25839 0.28447 -0.84463 5.2 -5.4 0.2 -0.03
O 0.53870 -0.52490 0.05528 -1.0 2.2 -0.7 0.07
O -0.87429 0.74741 -1.11844 -1.7 1.9 -1.5 0.71
H 1.89030 -0.18822 -1.71078 0.0 -0.1 0.4 0.00

12
Properties=species:S:1:pos:R:3:forces:R:3:mulliken_spin:R:1 method="wB97M-V/def2-TZVPD" multiplicity=6 gap_ev="9.82 / 7.97" e_tot_ev=-43891.1345 molar_mass_g_mol=150.85 charge=+2 relative_energy_kj_mol=68.0
O 0.34180 -1.67675 0.47439 -1.2 0.5 0.4 0.20
C 0.92188 -0.99306 -0.65547 1.0 -0.4 -0.5 -0.02
C 0.11896 0.27034 -0.99059 1.5 0.0 -1.6 0.61
O -1.27941 3.39433 1.03522 -1.9 -1.1 2.7 0.02
C -1.63635 2.41647 1.56261 3.0 2.2 -4.3 0.00
O -1.66394 1.23633 1.62255 -1.2 -1.1 1.7 0.01
Li 0.95825 -3.16616 1.17795 0.3 -0.7 0.3 0.00
Fe -1.05301 -0.42461 0.63969 0.3 0.0 0.1 4.11
H 0.94393 -1.69229 -1.51089 -0.2 0.4 0.2 0.02
H 1.96927 -0.74446 -0.40488 -0.5 0.1 -0.1 0.01
H -0.39281 0.22459 -1.96348 -0.5 0.0 0.5 0.03
H 0.77143 1.15528 -0.98709 -0.7 0.1 0.5 0.01

10
Properties=species:S:1:pos:R:3:forces:R:3:mulliken_spin:R:1 method="wB97M-V/def2-TZVPD" multiplicity=2 gap_ev="6.30 / 7.33" e_tot_ev=-59618.5054 molar_mass_g_mol=141.79 charge=+2 relative_energy_kj_mol=474.6
H 1.32285 1.50575 0.48428 0.6 0.5 -0.1 -0.39
O 0.22467 -1.18216 0.60130 0.0 0.9 -0.3 0.03
O 2.18421 -1.38378 -0.51901 -0.5 0.7 -0.4 0.03
C 0.01657 0.09419 0.11016 -2.5 -3.2 -0.9 0.09
C -1.40187 0.43775 0.09242 0.8 0.7 0.9 -0.01
C 1.30436 -1.82100 0.15238 0.4 -0.1 0.6 0.79
H -1.50859 1.46660 0.47152 -0.4 0.0 -0.1 0.00
H -1.70534 0.50733 -0.97056 0.2 0.1 -0.2 -0.03
H -2.05425 -0.29059 0.59007 0.3 0.2 0.1 0.00
Ga 1.61739 0.66592 -1.01256 1.1 0.2 0.4 0.49

11
Properties=species:S:1:pos:R:3:forces:R:3:mulliken_spin:R:1 method="wB97M-V/def2-TZVPD" multiplicity=2 gap_ev="4.85 / 7.87" e_tot_ev=-13491.1880 molar_mass_g_mol=288.65 charge=-1 relative_energy_kj_mol=190.6
H 3.75803 -2.58008 1.23997 -0.7 0.5 -0.6 0.34
Hg 2.11720 -1.31016 0.82049 0.4 -0.5 0.9 0.54
O -1.74114 0.68121 -0.34305 -0.3 -0.8 -0.4 -0.02
C -1.04932 1.56486 0.38725 -0.1 1.3 -0.1 0.06
C -0.90222 -0.51052 -0.50136 0.3 -0.1 -1.2 0.05
O -1.52911 2.61525 0.77099 0.2 -0.8 -0.1 -0.01
O 0.19991 1.19374 0.55946 0.8 -0.9 -0.2 -0.10
C 0.49493 -0.02090 -0.35491 0.1 1.4 0.8 0.17
H -0.92026 -0.89479 -1.55683 -0.8 0.1 1.0 0.00
H -1.26623 -1.22798 0.25084 0.3 0.0 -0.3 -0.03
H 0.83820 0.48937 -1.27284 -0.2 -0.3 0.2 -0.02

9
Properties=species:S:1:pos:R:3:forces:R:3:mulliken_charge:R:1 method="wB97M-V/def2-TZVPD" gap_ev="9.24 / 4.13" e_tot_ev=-19373.9126 molar_mass_g_mol=293.87 relative_energy_kj_mol=198.6
C -0.32708 -0.11775 -1.00396 -1.9 1.0 -0.9 -0.88
C -0.09191 -0.16509 0.29046 -2.1 3.0 1.9 0.05
C -0.92708 0.64277 1.14587 2.4 -2.1 -0.6 -0.62
I 3.89146 -1.47081 -1.95382 0.0 0.0 0.0 0.00
I -0.67519 0.68061 3.11769 0.1 0.1 1.3 0.11
H 0.13418 -0.79017 -1.62312 1.3 -1.2 -1.8 0.36
H -1.14295 0.50994 -1.39559 0.4 -0.5 0.1 0.19
H 0.77748 -0.54562 0.68965 1.5 -1.6 0.9 0.37
H -1.63890 1.25612 0.73281 -1.7 1.2 -0.8 0.42

9
Properties=species:S:1:pos:R:3:forces:R:3:mulliken_charge:R:1 method="wB97M-V/def2-TZVPD" gap_ev="8.00 / 8.00" e_tot_ev=-19372.5320 molar_mass_g_mol=293.87 relative_energy_kj_mol=331.8
C -1.19486 -0.54011 -0.54209 -1.5 3.2 -2.2 -0.86
C -0.41222 0.45925 -0.08640 -0.8 -2.9 -1.4 0.06
C 0.91158 0.13913 0.37742 0.2 1.7 4.3 -0.55
I 2.48566 1.65445 0.09954 -1.0 -0.8 0.1 0.08
I 1.61166 -1.81645 0.17275 0.3 0.0 0.1 0.15
H -2.08311 -0.17479 -1.16067 0.8 -0.8 1.4 0.22
H -0.83716 -1.48051 -0.82103 0.3 -1.4 0.2 0.28
H -0.83303 1.41778 -0.17842 0.2 1.4 0.5 0.40
H 0.35148 0.34125 2.13890 1.5 -0.4 -3.1 0.21

9
Properties=species:S:1:pos:R:3:forces:R:3:mulliken_charge:R:1 method="wB97M-V/def2-TZVPD" gap_ev="7.50 / 7.58" e_tot_ev=-12760.7150 molar_mass_g_mol=180.98 relative_energy_kj_mol=463.8
C 1.02018 0.68024 1.04563 -0.3 -1.7 -3.6 -0.82
C 1.00278 0.08305 -0.14455 -1.1 0.7 1.1 0.42
C -1.15524 0.01527 0.34292 -3.1 -0.5 -0.6 -0.26
N -0.31658 0.19837 -0.60213 0.4 0.4 0.3 -0.47
I -0.45858 -0.97698 -2.67499 -0.3 -0.3 -0.8 -0.04
H 1.70594 0.85677 1.75513 2.2 0.8 2.7 0.35
H 1.49745 -0.47493 -0.91865 1.7 0.0 0.5 0.26
H -1.13995 -0.68123 1.19638 0.8 0.7 -0.2 0.29
H -2.15600 0.29944 0.00025 -0.2 -0.1 0.6 0.26

11
Properties=species:S:1:pos:R:3:forces:R:3:mulliken_charge:R:1 method="wB97M-V/def2-TZVPD" gap_ev=9.29 e_tot_ev=-16860.8639 molar_mass_g_mol=212.97 relative_energy_kj_mol=55.1
C -0.20788 -0.44111 0.28330 -0.4 0.2 -0.7 0.54
C 0.05884 0.76859 -0.76596 0.4 -1.9 1.7 0.30
C 0.97004 -0.96954 0.94522 3.3 2.8 0.1 -0.66
N -1.07347 1.01126 -1.42535 -3.9 1.6 -0.1 -0.41
O -1.28043 -0.91921 0.49802 -1.4 0.5 -0.6 -0.51
O 1.19928 1.16496 -0.88530 -0.9 0.4 -0.5 -0.57
I 0.56371 -1.40869 2.96720 0.2 0.0 0.2 0.10
H 1.32841 -1.88785 0.48237 0.1 0.3 -0.1 0.33
H 1.74909 -0.03066 0.82872 -1.4 -2.9 0.6 0.30
H -2.03478 0.86024 -0.95642 2.6 -0.8 -0.5 0.30
H -1.27281 1.85201 -1.97180 1.3 -0.3 -0.1 0.28

11
Properties=species:S:1:pos:R:3:forces:R:3:mulliken_charge:R:1 method="wB97M-V/def2-TZVPD" gap_ev="7.40 / 7.49" e_tot_ev=-16856.8852 molar_mass_g_mol=212.97 relative_energy_kj_mol=439.0
C -1.04963 -0.29374 0.26842 -0.8 -0.4 0.3 -0.08
C 2.87563 -1.00578 -0.23985 0.4 -1.2 0.3 0.28
C -1.66296 1.00657 -0.09174 0.2 0.1 -0.2 -0.95
N 0.19110 -0.50804 0.36880 0.4 -0.1 0.2 0.19
O 3.86696 -1.52205 -0.51595 -0.7 0.0 0.3 -0.23
O 0.79805 -1.51332 0.73613 0.3 -0.9 -0.2 -0.45
I 2.20019 0.96953 -0.51217 0.2 2.2 -0.7 0.06
H -1.72303 -1.11460 0.52026 0.1 0.0 0.1 0.40
H -2.52150 1.16364 0.55568 -0.1 0.2 0.0 0.30
H -2.01906 0.99780 -1.12171 -0.1 0.1 -0.1 0.25
H -0.95574 1.81999 0.03213 0.0 0.1 0.0 0.23

11
Properties=species:S:1:pos:R:3:forces:R:3:mulliken_spin:R:1 method="wB97M-V/def2-TZVPD" multiplicity=5 gap_ev="9.02 / 8.23" e_tot_ev=-10288.6666 molar_mass_g_mol=271.22 charge=+2
O -0.05679 2.34214 0.64539 -4.7 -1.8 0.3 0.20
Ir 0.86488 0.56011 2.02239 0.5 -0.8 0.1 2.82
C -1.16638 1.69411 0.55200 5.6 1.3 -0.2 0.74
O -1.14608 0.44429 0.13373 -2.5 0.3 -0.5 0.01
C -0.19286 -0.56989 0.61578 0.1 0.4 0.9 0.17
C 0.66716 -1.01292 -0.50456 0.0 0.8 -3.5 0.00
H -0.79694 -1.37348 1.05907 0.1 0.4 0.2 0.02
H 1.65140 -1.33985 -0.13623 0.5 1.3 -0.5 0.02
H 0.49585 -1.91772 -1.10632 -1.3 -0.3 0.8 0.01
Li -0.77586 1.42409 -1.78009 -0.1 0.1 -0.6 0.01
H 0.45562 -0.25089 -1.50117 1.9 -1.6 2.8 0.01

11
Properties=species:S:1:pos:R:3:forces:R:3:mulliken_spin:R:1 method="wB97M-V/def2-TZVPD" multiplicity=5 gap_ev="9.59 / 5.92" e_tot_ev=-12142.6977 molar_mass_g_mol=280.28 charge=+1 relative_energy_kj_mol=0.0
O -1.59926 1.95710 0.54631 -3.3 1.1 -0.5 0.16
C -2.28418 1.12990 -0.21098 3.9 -0.4 -0.6 -0.08
O -3.43191 1.33271 -0.61360 -2.4 0.4 -0.5 0.92
C 1.89516 -0.26513 0.16312 -0.3 0.7 -0.5 0.03
C 1.03754 -1.29536 -0.10641 -0.5 -1.1 1.5 -0.02
O -1.53235 0.11881 -0.63923 -4.7 0.2 -1.8 0.27
Ir -0.23924 0.63575 0.69086 7.3 -2.2 2.7 2.70
H 2.41141 -0.21837 1.12727 0.1 -0.2 -0.5 0.01
H 2.25639 0.38109 -0.64287 -0.2 0.1 0.4 0.00
H 0.44218 -1.66941 -0.94237 0.6 1.1 -0.6 0.00
H 1.04426 -2.10708 0.62791 -0.4 0.4 0.4 0.01

15
Properties=species:S:1:pos:R:3:forces:R:3:mulliken_charge:R:1 method="wB97M-V/def2-TZVPD" gap_ev=5.12 e_tot_ev=-25382.0730 molar_mass_g_mol=171.08 charge=-1 relative_energy_kj_mol=0.0
Li -1.18409 -1.02600 -0.56564 1.2 1.2 -0.3 0.93
O -1.98121 -3.50848 1.19989 -2.1 3.9 -3.5 -0.70
S -2.58644 -2.17470 0.39595 -4.8 -2.9 11.8 0.91
O -3.99623 -1.66442 0.96592 0.8 -3.7 -3.9 -0.71
O -2.39573 -2.37508 -1.05955 0.6 1.6 -0.1 -0.70
O -1.98969 -1.00873 1.22325 4.3 0.0 -3.9 -0.72
N 1.75938 2.19615 -0.02388 -10.8 -4.9 -1.1 0.09
C 2.48268 1.19623 -0.24136 7.3 -1.3 5.7 -0.19
C 1.74525 0.05001 -0.22011 1.0 -0.4 -3.6 -0.34
N 0.42968 0.37520 -0.65491 1.5 1.2 3.2 -0.22
C 0.34810 1.64305 -0.25987 0.2 3.0 -3.4 -0.14
H 1.91916 3.06408 -0.03322 1.7 8.3 0.2 0.06
H 3.53735 1.56750 0.54227 -2.2 -2.3 -3.1 0.20
H 2.40439 -0.73627 -0.53277 -1.1 -1.6 0.2 0.31
H -0.49261 2.40148 -0.73597 2.2 -2.1 1.9 0.22

13
Properties=species:S:1:pos:R:3:forces:R:3:mulliken_spin:R:1 method="wB97M-V/def2-TZVPD" multiplicity=7 gap_ev="3.04 / 3.18" e_tot_ev=-29466.8678 molar_mass_g_mol=261.36 charge=+1 relative_energy_kj_mol=301.7
H -3.36228 -1.98765 1.41372 0.0 0.4 -0.3 0.00
O 1.01950 -1.13231 0.90089 -0.1 0.2 0.2 0.00
C 0.46897 -2.05108 0.29798 1.0 0.1 -1.3 0.00
C -0.60723 -1.90752 -0.73730 -0.7 0.0 0.3 0.00
O -1.60499 -0.96003 -0.45220 0.0 -0.1 -0.4 0.00
C -1.44619 0.40515 -0.48293 -1.9 -0.6 0.7 -0.01
O -0.30113 0.84873 -0.72435 2.4 1.0 0.3 0.00
O -2.49684 0.99108 -0.20808 1.0 -0.1 -0.4 0.00
Li -3.63946 -0.54145 0.29288 0.2 -0.5 0.5 0.00
Sm 1.74416 1.18207 0.50730 -1.8 -0.8 -0.6 6.02
H 0.96520 -3.04088 0.27738 -0.3 0.1 0.5 0.00
H -1.12282 -2.87329 -0.82412 0.0 0.3 0.2 0.00
H -0.14832 -1.73635 -1.72716 0.3 0.1 0.3 0.00

12
Properties=species:S:1:pos:R:3:forces:R:3:mulliken_spin:R:1 method="wB97M-V/def2-TZVPD" multiplicity=7 gap_ev="7.96 / 10.00" e_tot_ev=-42676.7882 molar_mass_g_mol=159.00 charge=+1 relative_energy_kj_mol=0.0
C 1.62326 -0.06978 -0.70386 0.7 -1.7 -0.1 0.00
C 0.80308 0.91818 0.09221 1.2 0.3 0.8 0.00
O -0.59022 0.71260 -0.12637 -1.1 0.7 -0.5 0.05
C -1.17015 -0.37006 0.30838 1.4 -0.2 0.0 -0.02
O 2.24943 -0.99575 -0.20810 -0.9 1.7 -0.7 0.00
O -2.39327 -0.44277 0.38335 1.2 -0.9 0.0 -0.12
O -0.37283 -1.28742 0.76815 0.6 -2.5 -0.5 -0.01
Mn -3.96153 0.62618 0.20882 -1.7 1.0 -0.2 6.09
H 1.52634 0.03385 -1.80342 0.2 0.0 0.1 0.00
H 1.01970 1.93895 -0.24565 -0.2 -0.3 0.1 0.00
H 1.04693 0.82008 1.15935 -0.2 0.0 -0.3 0.00
H 0.21928 -1.88407 0.16714 -1.3 1.8 1.3 0.00

8
Properties=species:S:1:pos:R:3:forces:R:3:mulliken_charge:R:1 method="wB97M-V/def2-TZVPD" gap_ev=10.37 e_tot_ev=-4655.7228 molar_mass_g_mol=54.07 charge=+1 relative_energy_kj_mol=24.7
C 1.92399 -1.11824 0.33685 1.1 -0.3 1.3 0.12
C -0.90824 0.75657 0.09530 -3.2 -0.9 -2.9 -0.60
C -0.23116 -0.23645 -0.49060 -1.1 2.6 2.0 0.08
N 0.92913 -0.67303 -0.00697 3.6 -1.0 1.6 0.02
H 2.86660 -1.51611 0.86719 -1.8 0.7 -1.3 0.42
H -1.95371 0.94389 -0.42591 2.3 -0.1 1.3 0.24
H -0.70044 1.30664 0.97254 0.6 0.4 0.7 0.32
H -0.46144 -0.84545 -1.26106 -1.6 -1.3 -2.8 0.39

9
Properties=species:S:1:pos:R:3:forces:R:3:mulliken_charge:R:1 method="wB97M-V/def2-TZVPD" gap_ev=9.58 e_tot_ev=-6151.8746 molar_mass_g_mol=68.08 relative_energy_kj_mol=388.5
C -0.05318 0.35977 0.33769 2.6 2.0 4.1 0.49
C -0.43404 -0.33191 -0.75025 1.3 -9.6 -8.1 -0.14
C -0.19207 -1.33084 -1.58312 -2.3 5.0 2.3 -0.31
H 0.74052 -1.32907 1.24859 -0.4 -0.2 0.4 0.25
H 0.48882 0.18487 2.31664 1.2 -2.3 -3.5 0.30
H -0.53753 1.65786 -0.63704 -0.4 1.8 1.1 0.26
H -0.28457 -1.90861 -2.57269 0.2 1.1 2.2 0.31
N 0.73409 -0.32847 1.30156 -2.0 3.4 3.0 -0.50
N -0.21003 1.64459 0.35825 -0.3 -1.3 -1.4 -0.67